a.
9
Properties=species:S:1:pos:R:3 method="wB97M-V/def2-TZVPD" homo_lumo_gap_ha=0.318 total_charge=0 multiplicity=1 homo_ev=-8.7
S 0.233 -3.095 0.539
S 0.288 1.325 -0.668
N 1.123 -2.206 1.353
N 1.856 -1.485 1.875
N -0.094 0.647 0.681
C -1.106 1.430 -1.546
H 0.708 0.193 1.084
H -0.962 2.067 -2.380
H -2.046 1.122 -0.937

b.
9
Properties=species:S:1:pos:R:3 method="wB97M-V/def2-TZVPD" homo_lumo_gap_ha="0.301 / 0.301" total_charge=0 multiplicity=1 homo_ev="-8.8 / -8.8"
S -0.489 0.481 -1.830
S 1.526 0.675 -1.012
N -0.309 0.980 0.906
N -0.724 -1.454 -0.054
N -1.093 -0.225 -0.521
C 0.803 1.314 0.560
H -1.384 -1.935 0.521
H 1.547 1.855 1.010
H 0.123 -1.692 0.421

Relative energy table, unit kJ/mol: a 0.0; b 68.4

a.
20
Properties=species:S:1:pos:R:3 method="wB97M-V/def2-TZVPD" homo_lumo_gap_ha=0.269 total_charge=-1 multiplicity=1 homo_ev=-3.8
S -2.119 1.197 -0.766
O 0.828 -0.557 2.899
O 1.130 -1.369 -1.591
O -1.566 -1.354 0.942
O 0.208 0.950 -2.669
O 3.729 -1.519 -0.297
C -1.555 2.099 0.770
H 0.618 -0.825 1.993
H 3.100 -2.189 -0.581
H -0.441 1.355 -2.007
H -0.504 1.893 0.912
H -1.820 3.145 0.652
H 0.022 -0.815 3.356
H -0.240 0.689 -3.472
H -2.220 -1.078 1.583
H 0.414 -1.442 -0.946
H -1.665 -0.725 0.179
H -2.168 1.720 1.581
H 0.961 -0.464 -1.959
H 3.290 -0.712 -0.580

b.
20
Properties=species:S:1:pos:R:3 method="wB97M-V/def2-TZVPD" homo_lumo_gap_ha=0.245 total_charge=-1 multiplicity=1 homo_ev=-3.6
S -1.329 -0.706 -0.305
O -1.973 2.455 -2.519
O -0.223 1.187 2.127
O -1.547 -3.041 -2.496
O 4.775 0.772 1.396
O 1.367 1.381 -0.348
C -1.074 -1.958 0.966
H 1.438 1.565 0.617
H -1.911 -2.046 1.644
H 4.144 1.487 1.695
H -0.333 -1.596 1.685
H -2.136 -2.796 -3.268
H -2.053 1.754 -1.820
H -0.581 0.917 1.234
H -0.832 -2.960 0.381
H -1.062 2.800 -2.698
H 4.348 0.084 1.915
H -0.243 2.120 2.322
H -1.351 -2.220 -2.040
H 0.577 0.800 -0.487

Relative energy table, unit kJ/mol: a 0.0; b 83.8

a.
8
Properties=species:S:1:pos:R:3 method="wB97M-V/def2-TZVPD" homo_lumo_gap_ha=0.367 total_charge=0 multiplicity=1 homo_ev=-10.3
S 1.128 -0.037 0.204
F -1.603 0.635 0.605
O 1.917 0.994 -0.400
O 1.694 -1.349 0.371
C -1.122 -0.007 -0.456
H -1.317 0.472 -1.324
H -1.459 -0.950 -0.501
H 0.762 0.243 1.500

b.
8
Properties=species:S:1:pos:R:3 method="wB97M-V/def2-TZVPD" smiles="O=S.OCF" homo_lumo_gap_ha="0.286 / 0.287" total_charge=0 multiplicity=1 homo_ev="-9.7 / -9.7"
S 2.339 2.878 0.758
F -0.852 -1.634 -1.312
O -0.373 0.272 -0.154
O 2.251 1.388 0.654
C -1.049 -0.892 -0.185
H -0.893 -1.543 0.695
H -1.997 -0.593 -0.059
H 0.574 0.123 -0.397

c.
8
Properties=species:S:1:pos:R:3 method="wB97M-V/def2-TZVPD" smiles="O=[SH](=O)CF" homo_lumo_gap_ha=0.426 total_charge=0 multiplicity=1 homo_ev=-11.3
S 0.622 0.628 0.294
F -0.137 -1.907 -0.090
O 0.539 0.702 1.762
O 1.861 0.462 -0.405
C -0.557 -0.651 -0.327
H -0.171 1.691 -0.148
H -1.357 -0.483 0.273
H -0.800 -0.443 -1.360

Relative energy table, unit kJ/mol: a 124.6; b 48.7; c 0.0